[1]
C7H15ClSi | ωB97M-V/def2-TZVPD

The geometry in XYZ format:
```
24
Properties=species:S:1:pos:R:3:forces:R:3
C 1.9814 -0.1724 0.1190 -6.037 1.910 1.906
C 0.4234 0.9334 0.3785 4.862 -5.189 -0.729
C 3.2431 0.4239 -0.1470 -1.838 2.036 1.392
C 1.7550 -1.6423 0.1488 2.154 0.459 -1.660
C -1.7439 -0.8073 1.5736 -1.932 1.033 -1.695
C -1.3179 -0.5228 -1.7398 1.163 1.901 0.267
C -2.4523 1.7713 0.0349 -0.727 -2.951 0.704
Si -1.2594 0.2445 0.0815 -1.497 0.336 -0.693
Cl 0.7263 2.5349 0.2387 0.759 2.020 -0.134
H 4.0037 -0.2116 -0.0812 3.123 -3.104 -0.396
H 3.1780 0.9391 -1.0330 0.374 1.281 -2.460
H 3.5218 1.1392 0.5849 -0.065 1.208 0.913
H 1.8117 -1.8809 -0.9885 -0.310 -0.592 1.914
H 2.4695 -2.2635 0.7708 -0.157 0.855 -1.009
H 0.8516 -1.8237 0.6155 -2.250 -0.679 0.229
H -0.9849 -1.4334 1.7876 2.606 -2.743 0.373
H -1.7973 -0.2969 2.4898 -0.298 1.535 1.046
H -2.6728 -1.3693 1.5040 -0.034 -0.107 -0.331
H -1.1253 -1.5888 -1.8918 -0.551 0.184 0.017
H -2.1513 -0.0406 -2.3253 0.504 -1.099 0.661
H -0.4011 -0.0006 -2.1726 -0.878 -0.632 0.399
H -2.9776 1.7666 -0.9035 -0.535 -0.083 -0.333
H -3.1649 1.6489 0.8937 0.567 0.436 -0.834
H -1.9169 2.6524 0.0612 0.997 1.985 0.454
```
Positions in Å, forces in eV/Å.

**E_tot**: -27897.8449 eV
**Kohn-Sham gap (alpha / beta)**: 0.2794 / 0.3148 Eh
**Energy above the lowest of the compared OMol25 structures with the same formula, charge and spin**: 451.7 kJ/mol

List of Mulliken charges in e, atom by atom:
1. C 0.620
2. C 0.141
3. C -1.690
4. C -0.832
5. C -1.327
6. C -1.048
7. C -1.286
8. Si 0.525
9. Cl -0.204
10. H 0.533
11. H 0.360
12. H 0.403
13. H 0.223
14. H 0.384
15. H -0.004
16. H 0.429
17. H 0.428
18. H 0.359
19. H 0.338
20. H 0.331
21. H 0.291
22. H 0.311
23. H 0.246
24. H 0.470

***

[2]
C3H8N2O | ωB97M-V/def2-TZVPD

The geometry in XYZ format:
```
14
Properties=species:S:1:pos:R:3:forces:R:3
C -1.2245 -1.1927 -0.3555 2.186 -0.330 -0.557
C -0.2504 -0.1091 0.3418 0.114 -2.018 0.172
C -0.8622 1.2199 0.1704 -0.173 1.645 3.755
N 1.0795 -0.0107 -0.2730 0.096 -0.355 -1.833
N 1.9765 -0.0457 0.5403 -1.161 0.035 1.366
O 3.1868 0.2682 0.1062 1.700 -0.150 -1.135
H -1.3945 -0.9895 -1.4602 -0.325 0.429 1.496
H -0.4906 -2.0024 -0.4712 -0.659 -0.625 0.349
H -2.1416 -1.5510 0.2036 1.237 0.819 -0.597
H 0.0338 -0.4181 1.3963 -1.194 0.481 -0.828
H -1.6379 1.1587 0.9753 0.060 0.697 -0.765
H -1.3432 1.3190 -0.7553 -0.388 0.424 -1.350
H -0.1894 2.0945 0.4643 -0.844 -1.157 -0.678
H 3.2579 0.2590 -0.8829 -0.648 0.106 0.605
```
Positions in Å, forces in eV/Å.

**SMILES**: CC(C)/N=N/O
**E_tot**: -8265.4883 eV
**Kohn-Sham gap**: 0.4081 Eh
**Energy above the lowest of the compared OMol25 structures with the same formula, charge and spin**: 370.3 kJ/mol

List of Mulliken charges in e, atom by atom:
1. C -1.206
2. C 0.433
3. C -1.166
4. N -0.339
5. N -0.082
6. O -0.361
7. H 0.305
8. H 0.329
9. H 0.317
10. H 0.412
11. H 0.297
12. H 0.367
13. H 0.329
14. H 0.365

***

[3]
C10H13BiNP | ωB97M-V/def2-TZVPD

The geometry in XYZ format:
```
26
Properties=species:S:1:pos:R:3:forces:R:3
C 0.9901 -1.9478 -2.0963 -0.894 -0.617 0.148
C 1.4531 -3.1847 -1.5450 -0.524 0.960 -0.161
C 0.3660 -3.8113 -0.8870 -0.390 0.908 -0.209
C -0.7896 -2.9753 -1.0323 0.692 -0.579 -0.042
C -0.4316 -1.8644 -1.8241 1.255 0.367 0.330
Bi 1.8806 1.2411 -0.6779 1.226 -0.546 -0.777
P 0.1328 2.5077 -2.0776 -0.265 0.053 0.158
H 1.5675 -1.2003 -2.6578 -0.240 -0.591 0.202
H 2.4767 -3.5461 -1.6169 -0.228 -0.026 0.060
H 0.4038 -4.7576 -0.3615 -0.023 0.071 -0.009
H -1.0991 -1.0632 -2.1510 0.075 -0.168 -0.012
H -1.7755 -3.1811 -0.6210 0.132 -0.034 -0.178
H -1.0249 1.6839 -2.3866 0.532 1.000 0.111
H 0.6797 2.8614 -3.3724 -0.500 -0.082 0.964
H -0.2908 3.7370 -1.4237 -0.280 -0.776 -1.038
C -1.2058 1.7489 3.0650 0.280 -0.127 -0.157
C -1.5949 0.9272 2.0085 -0.425 -0.100 0.159
C -0.6619 0.5194 1.0740 1.636 0.419 0.361
N 0.6496 0.9133 1.1891 -1.238 1.357 0.517
C 1.0323 1.7826 2.1829 -1.162 -1.202 -0.245
C 0.1237 2.1770 3.1542 0.261 -0.128 -0.095
H -1.9258 2.0500 3.8222 0.111 -0.018 -0.176
H -2.6259 0.5770 1.8915 0.427 0.216 0.151
H -0.8841 -0.1121 0.2157 0.069 -0.218 0.053
H 2.0696 2.1077 2.1670 -0.272 -0.070 0.012
H 0.4844 2.8097 3.9611 -0.257 -0.068 -0.128
```
Positions in Å, forces in eV/Å.

**E_tot**: -27193.5836 eV
**Kohn-Sham gap**: 0.1400 Eh

List of Mulliken charges in e, atom by atom:
1. C -0.456
2. C -0.784
3. C -0.442
4. C -0.759
5. C -0.448
6. Bi 0.421
7. P -0.267
8. H 0.461
9. H 0.383
10. H 0.427
11. H 0.491
12. H 0.381
13. H 0.161
14. H 0.163
15. H 0.148
16. C -0.066
17. C -0.716
18. C 0.210
19. N -0.344
20. C 0.011
21. C -0.595
22. H 0.395
23. H 0.371
24. H 0.175
25. H 0.319
26. H 0.361

***

[4]
C5H9NO | ωB97M-V/def2-TZVPD

The geometry in XYZ format:
```
16
Properties=species:S:1:pos:R:3:forces:R:3
C -1.1618 -0.3286 -0.5698 -0.603 -0.292 0.545
C -0.2690 -0.6245 0.6270 0.246 0.059 -0.026
C 0.2666 0.7747 0.9488 0.067 0.088 0.029
C 0.7809 1.2490 -0.3814 0.060 0.552 0.426
O 1.0276 -0.0905 -2.0580 -0.298 -0.546 -0.248
C -0.7744 -1.3859 1.7878 -0.382 -0.563 0.686
N -1.0779 -2.0444 2.6903 0.169 0.711 -0.849
H 0.0521 -0.2465 -1.7124 0.630 0.110 -0.251
H -1.8368 0.5110 -0.3780 0.210 -0.090 -0.111
H -1.7454 -1.1801 -0.9365 0.239 0.090 -0.115
H 0.5964 -1.2097 0.2895 -0.106 -0.001 0.112
H -0.5662 1.4079 1.2740 0.149 -0.123 0.004
H 1.0457 0.7841 1.7178 -0.062 -0.048 -0.128
H 1.8562 1.2439 -0.5152 -0.183 0.015 -0.014
H 0.2707 2.0342 -0.9269 -0.007 -0.169 0.086
H 1.5354 -0.8947 -1.8570 -0.130 0.206 -0.147
```
Positions in Å, forces in eV/Å.

**E_tot**: -8863.3156 eV
**Kohn-Sham gap (alpha / beta)**: 0.2466 / 0.3026 Eh
**Energy above the lowest of the compared OMol25 structures with the same formula, charge and spin**: 569.0 kJ/mol

List of Mulliken charges in e, atom by atom:
1. C -1.144
2. C 0.687
3. C -0.411
4. C -0.516
5. O -0.718
6. C -0.226
7. N -0.455
8. H 0.482
9. H 0.241
10. H 0.329
11. H 0.140
12. H 0.304
13. H 0.367
14. H 0.229
15. H 0.354
16. H 0.335

***

> Which value of E_tot does entry 1 give?

-27897.8449 eV